C5H9N5 | ωB97M-V with the def2-TZVPD basis set

Last columns: bonded neighbours and bond lengths (Å).
Positions of all 19 atoms, in Å:
1 N -0.618 -0.766 0.162  N4 1.291, C6 1.378, C9 1.512
2 N -2.503 0.301 -0.770  C6 1.306, C10 1.178
3 N 1.900 -0.393 -2.126  N5 1.103
4 N 0.064 0.315 -0.020  N1 1.291, C7 1.390
5 N 2.003 -0.123 -1.061  N3 1.103, C7 1.493
6 C -1.933 -0.753 -0.251  N1 1.378, N2 1.306, H16 1.047
7 C 1.431 0.384 0.222  N4 1.390, N5 1.493, C8 1.560, H17 1.063
8 C 1.752 1.906 0.341  C7 1.560, H12 1.084, H14 1.051, H19 1.092
9 C -0.024 -1.990 0.822  N1 1.512, H13 1.095, H15 1.031, H18 1.048
10 C -3.299 1.103 -1.100  N2 1.178, H11 1.039
11 H -3.715 1.887 -1.643  C10 1.039
12 H 2.811 2.083 0.492  C8 1.084
13 H 1.024 -2.124 0.535  C9 1.095
14 H 1.221 2.346 -0.452  C8 1.051
15 H -0.085 -1.878 1.845  C9 1.031
16 H -2.449 -1.578 0.134  C6 1.047
17 H 1.907 -0.121 1.028  C7 1.063
18 H -0.738 -2.708 0.553  C9 1.048
19 H 1.250 2.108 1.289  C8 1.092

net charge	+2
LUMO energy (alpha / beta)	-10.12 / -10.12	eV
highest occupied orbital energy (alpha / beta)	-17.597 / -17.594	eV
gap between HOMO and LUMO (alpha / beta)	7.48 / 7.48	eV
relative energy (zero: lowest compared OMol25 entry of this formula, charge and spin)	502.7	kJ/mol

Atom charges from the natural (NBO) analysis, given in e for atoms 1 to 6: atom 1 (N): 0.05, atom 2 (N): -0.23, atom 3 (N): 0.37, atom 4 (N): -0.29, atom 5 (N): 0.11, atom 6 (C): 0.07